(1)
Computed, not measured: C3N2O2S in the gas phase at a distorted geometry, with ωB97M-V with the def2-TZVPD basis set.

## Properties
- F_max: 3.908 eV/A
- Frontier orbital gap (spin up / spin down): 7.57 / 7.62 eV

Geometry (Å):
C 1.552 1.121 0.028
S -2.494 0.654 0.010
N 1.140 -2.391 -0.005
O -0.784 0.448 -0.122
N 2.305 2.020 0.027
C 0.585 0.062 0.004
O -3.199 -0.640 0.045
C 0.895 -1.273 0.013

Atomic partial charges in e from the Mulliken method, atoms 1 to 4: 0.1681, 0.5713, -0.3154, -0.3691

(2)
Computed, not measured: a molecular structure, C2H13HgN2O at a distorted geometry, with ωB97M-V with the def2-TZVPD basis set.

## Properties
- F_max: 2.264 eV/A
- Frontier orbital gap: 4.37 eV
- Total charge: -1

Geometry (Å):
H 3.038 -0.109 1.852
H 0.169 -1.112 2.298
H -1.629 -1.180 1.981
H 0.663 2.047 -1.658
H -0.507 1.289 1.049
H -0.488 -2.342 1.105
H -0.819 1.711 -2.394
Hg -0.388 -0.062 -0.150
O 1.704 0.072 0.382
C -0.622 -1.345 1.559
C 2.988 0.179 0.796
H -2.994 -1.050 0.065
H -3.128 0.470 -0.655
H -2.717 -0.882 -1.594
N 0.037 1.303 -2.018
H 0.527 0.739 -2.708
N -2.643 -0.430 -0.695
H 3.522 -0.517 0.151
H 3.288 1.219 0.636

Atomic partial charges in e from the Mulliken method, atoms 1 to 4: 0.1868, 0.2640, 0.3029, 0.2910

(3)
Computed, not measured: a molecular structure, C26H16F3N14O2SV at a distorted geometry, with ωB97M-V with the def2-TZVPD basis set.

## Properties
- F_max: 1.003 eV/A
- Frontier orbital gap (spin up / spin down): 6.83 / 7.33 eV
- Spin multiplicity: 2
- Total charge: -1
- ⟨S²⟩: 0.7857

Geometry (Å):
C -4.747 -0.158 2.666
H 4.738 1.802 3.559
C 2.598 1.637 3.478
H -1.413 2.528 -5.171
O -0.153 1.634 4.298
C 0.078 -0.514 -2.590
H 3.466 -1.901 -1.907
C 1.215 -2.665 0.338
N 1.423 2.765 -0.421
C -2.676 0.979 -1.001
H 5.024 0.850 1.262
H -4.774 -0.008 0.523
N -0.716 0.752 2.223
H -5.801 -0.402 2.729
H -2.027 0.287 4.641
F 0.060 -4.535 2.278
O -3.748 0.536 -1.360
N 1.691 0.758 1.454
C 1.213 -4.071 0.233
N 2.037 3.317 -1.388
N 2.060 -1.944 -0.419
C 2.928 0.634 0.963
C 2.826 -2.552 -1.318
C 2.833 -3.917 -1.528
C -2.065 0.452 2.507
C 0.341 -4.988 1.057
C -0.869 3.816 -3.535
C 4.043 0.980 1.698
N -2.047 0.685 0.198
N 0.865 1.586 -0.883
C -2.633 0.217 3.751
F 0.950 -6.188 1.236
C -1.435 2.683 -4.099
C -2.822 0.365 1.338
N -1.114 -2.239 -2.587
C 0.125 1.249 3.180
S 0.151 -1.783 1.410
C 1.232 1.536 -2.170
C -0.913 3.963 -2.156
H -2.477 0.842 -3.646
F -0.825 -5.253 0.446
C -3.982 -0.095 3.824
N -1.457 3.060 -1.342
H 1.189 0.545 -3.956
H -0.473 4.832 -1.680
C 3.878 1.504 2.972
H -4.434 -0.293 4.788
H 3.461 -4.365 -2.286
C 2.012 -4.679 -0.718
N -1.184 -1.759 -1.407
H 3.006 0.239 -0.040
C -1.991 1.976 -1.900
C -2.021 1.747 -3.267
C -4.183 0.072 1.419
H -0.390 4.570 -4.146
N -0.316 -1.477 -3.385
N -0.407 -0.624 -1.353
C 1.542 1.240 2.686
N 1.956 2.573 -2.524
H 1.982 -5.755 -0.824
H 2.379 2.031 4.460
N 0.900 0.508 -2.995
V -0.107 0.409 0.386

Atomic partial charges in e from the Mulliken method, atoms 1 to 4: -0.5953, 0.4089, -0.6771, 0.4268

(4)
Computed, not measured: 13 unconnected molecules or ions with the total composition C4H37N2O13 at a distorted geometry, with ωB97M-V with the def2-TZVPD basis set.

## Properties
- F_max: 3.786 eV/A
- Frontier orbital gap: 9.49 eV
- Total charge: +1

Geometry (Å):
O 1.915 2.290 -1.082
O 0.124 -2.727 0.320
H 3.203 -0.165 -0.682
H -1.135 -0.812 -1.359
H -0.226 1.220 -0.347
H 0.314 -1.101 1.340
H -1.706 1.575 -2.582
H 2.488 0.297 3.573
H -3.308 1.360 -2.335
C -1.131 -0.701 -0.270
H 0.259 2.987 -3.829
H -1.666 -0.821 3.387
C -2.357 1.540 -0.520
O -2.324 -1.597 3.157
H 2.733 -1.043 -2.424
H 2.359 2.187 0.945
H 1.137 -0.995 -0.291
H -3.361 1.183 -0.180
O -0.770 0.260 3.964
H 0.113 3.112 2.161
H 0.852 -3.119 -0.155
H 2.316 -1.236 -3.835
O 1.851 1.528 1.519
H 2.491 2.473 -1.829
H -2.398 -2.359 -0.113
N -2.406 1.150 -1.978
H 0.185 -3.052 -2.605
H -0.254 -0.122 4.696
H 2.568 -1.481 2.113
H -2.370 -2.386 -2.460
O 0.389 2.162 -3.368
O 3.502 0.258 -1.539
O -0.341 -2.265 -2.738
O -3.300 -2.171 -2.538
H 0.741 1.458 -3.901
H -0.957 1.209 4.027
H -1.138 1.103 1.108
H -2.165 -1.595 1.351
H -0.978 3.788 3.081
H 0.454 -1.719 -2.879
H 2.321 0.697 1.399
H -2.564 -1.988 3.981
H -3.121 -0.878 0.225
O -0.709 2.959 2.653
C -1.152 0.777 0.036
N -2.274 -1.449 0.374
H 0.984 0.337 3.411
C 0.278 -1.310 0.266
O 3.205 -1.084 1.516
H 4.503 0.322 -1.469
O 1.746 -0.292 3.367
H 1.036 2.614 -1.525
H -2.311 2.671 -0.255
H 3.776 -1.829 1.256
H -3.622 -1.523 -3.125
O 2.204 -1.699 -3.015

Atomic partial charges in e from the Mulliken method, atoms 1 to 4: -0.5167, -0.6622, 0.3273, 0.4387

(5)
Computed, not measured: C4H7NO in the gas phase, with ωB97M-V with the def2-TZVPD basis set.

## Properties
- F_max: 0.430 eV/A
- Frontier orbital gap: 9.89 eV
- Structure (SMILES): [H]/N=C/CC(=C)O

Geometry (Å):
O 1.942 0.472 0.652
C 0.496 1.148 -1.124
H 0.942 2.131 -1.233
C -1.254 -0.717 0.370
H -1.914 -0.651 -0.508
H 2.331 1.334 0.456
C 0.194 -1.033 0.079
N -1.633 -0.465 1.553
H 0.648 -1.494 0.960
H 0.287 -1.717 -0.773
C 0.901 0.276 -0.200
H -2.614 -0.182 1.552
H -0.327 0.898 -1.784

Atomic partial charges in e from the Mulliken method, atoms 1 to 4: -0.4746, -1.0137, 0.2356, 0.0197

(6)
Computed, not measured: a gas-phase ion, C3H8NOS (charge +1) at a distorted geometry, with ωB97M-V with the def2-TZVPD basis set.

## Properties
- F_max: 5.533 eV/A
- Frontier orbital gap: 9.18 eV
- Total charge: +1
- Structure (SMILES): CC(=[NH2+])[C@H](O)S

Geometry (Å):
H 1.888 0.090 0.876
H -1.204 -1.236 1.803
H -1.378 1.961 -0.524
S -0.747 1.466 -1.618
O 1.784 0.525 -0.989
C 0.455 0.154 -1.043
H 0.686 -0.279 2.187
N 0.926 -0.151 1.269
H -1.623 -1.666 0.097
C 0.073 -0.326 0.312
H 2.054 1.039 -1.738
H 0.277 -0.569 -1.933
C -1.231 -0.863 0.682
H -1.960 -0.143 0.618

Atomic partial charges in e from the Mulliken method, atoms 1 to 4: 0.3109, 0.3274, 0.1623, -0.1470

(7)
Computed, not measured: 2 unconnected molecules or ions with the total composition C14H35N4O4P2 at a distorted geometry, with ωB97M-V with the def2-TZVPD basis set.

## Properties
- F_max: 3.304 eV/A
- Frontier orbital gap: 8.85 eV
- Total charge: +1

Geometry (Å):
P -1.839 0.615 -3.156
H 3.595 -0.556 4.024
H 1.137 -0.008 0.132
N -1.030 -1.445 3.084
H 4.187 1.791 2.164
C 0.106 1.664 -5.562
H -0.125 0.605 -5.685
C 4.252 0.158 3.528
H -0.555 -1.390 3.993
C 5.469 -0.563 2.936
O -1.077 -0.236 -2.230
C -2.873 -1.162 -4.790
H -0.440 -1.430 1.038
N -2.737 0.154 3.447
P 1.131 -2.870 2.249
H 0.983 0.235 3.190
H -4.248 -2.681 -4.157
C -2.761 1.724 -0.058
H 1.077 1.851 -6.020
H -3.240 -1.171 -5.813
H -1.730 1.949 -0.331
H 4.617 0.821 4.317
H -3.314 0.910 3.111
O -1.161 2.006 -3.475
C 0.596 -0.010 2.199
N 2.331 -2.604 3.208
H 5.692 -1.466 3.503
C -1.572 -0.154 2.917
H 0.835 1.433 -3.541
H 3.147 -0.805 1.336
H 5.347 -0.816 1.884
H 3.451 0.632 0.387
O -2.524 0.219 -4.513
H 2.684 1.536 3.045
O -3.141 1.178 -2.377
H 0.466 3.093 -3.999
H 6.356 0.068 3.022
C 1.453 0.493 1.051
C 3.497 1.023 2.521
C 2.958 0.269 1.289
C -3.393 0.763 -1.046
H 1.490 -3.197 0.930
H -3.528 -1.778 -2.823
H -3.022 -0.251 -0.885
H 1.294 1.565 0.906
C -3.922 -1.691 -3.838
H 0.245 -3.859 2.710
H -0.806 1.624 2.527
H -1.969 -1.773 -4.756
H -2.779 1.283 0.936
H -0.655 2.231 -6.098
N -0.787 0.660 2.212
H -4.476 0.733 -0.915
C 0.138 2.061 -4.101
H -3.108 -0.450 4.164
H -3.303 2.671 -0.030
H -4.784 -1.025 -3.805
C 0.028 -1.418 2.026
H 2.341 -3.209 4.019

Atomic partial charges in e from the Mulliken method, atoms 1 to 4: 0.9599, 0.2158, 0.2184, -0.5505

(8)
Computed, not measured: C3H5FN2S in the gas phase at a distorted geometry, with ωB97M-V with the def2-TZVPD basis set.

## Properties
- F_max: 1.580 eV/A
- Frontier orbital gap: 8.48 eV
- Structure (SMILES): N/C=C(F)/C=N\S

Geometry (Å):
C -0.303 1.197 0.141
N -1.556 1.019 -0.005
C 0.788 0.243 0.115
S -2.192 -0.547 -0.152
H 2.857 -1.455 -0.100
F 0.410 -1.039 0.364
N 3.015 -0.437 -0.210
H 0.004 2.262 0.240
H -3.415 -0.059 -0.090
H 2.449 1.550 -0.134
C 2.068 0.533 -0.075
H 3.956 -0.111 -0.344

Atomic partial charges in e from the Mulliken method, atoms 1 to 4: -0.1935, -0.4594, 0.6667, -0.1370

(9)
Computed, not measured: 3 unconnected molecules or ions with the total composition C12H15NO9S at a distorted geometry, with ωB97M-V with the def2-TZVPD basis set.

## Properties
- F_max: 6.468 eV/A
- Frontier orbital gap: 8.74 eV

Geometry (Å):
H 0.716 0.785 -2.013
H -0.975 -1.755 -2.159
S -1.833 -0.884 2.192
C 0.350 -0.091 -2.558
H 2.551 2.120 -7.338
C -0.864 -0.690 -1.926
H 1.498 2.357 -5.205
O -0.116 0.323 -3.829
O -1.929 0.022 -2.527
C -1.510 -1.780 7.200
C 4.237 2.520 -4.739
H -3.510 0.955 2.470
H 3.564 0.761 -6.790
H 1.165 -0.813 -2.660
C -1.480 -2.226 4.301
O -2.163 -2.385 3.007
H -2.146 -1.621 8.172
O 4.140 2.602 -6.098
O -2.165 1.014 -4.575
H -3.426 -1.985 5.756
H 0.898 -2.341 3.548
C -1.465 0.499 -3.719
C 2.275 1.588 -5.261
C -2.808 1.278 3.352
O -0.438 -0.914 1.523
C -2.237 -1.996 5.762
H 1.903 -1.982 6.118
H -0.875 -0.561 -0.840
C 0.183 -2.207 4.489
H -3.354 1.288 4.402
H 1.809 0.603 -5.173
N -0.022 -1.750 7.289
O 3.203 1.799 -4.214
O 5.132 3.023 -4.080
C 0.711 -1.973 6.011
O -1.695 0.310 3.427
H -2.436 2.394 3.178
C 3.113 1.713 -6.492

Atomic partial charges in e from the Mulliken method, atoms 1 to 4: 0.2803, 0.2543, 0.7619, -0.3576

(10)
Computed, not measured: a molecular structure, C18H23N4S5SbTc, with ωB97M-V with the def2-TZVPD basis set.

## Properties
- F_max: 0.478 eV/A
- Frontier orbital gap (spin up / spin down): 6.99 / 6.99 eV
- Total charge: +1

Geometry (Å):
S -2.168 1.963 0.386
H -4.095 -0.215 -0.475
N 0.969 -0.422 -3.230
C -4.004 -2.681 1.836
C 1.096 -2.117 1.929
C 3.406 2.638 -0.576
C -2.759 -3.208 1.538
C -1.343 -0.225 3.107
H 0.008 3.475 0.893
S -0.529 -2.325 -1.916
H -1.584 0.802 3.378
N 1.068 0.273 -2.029
H -5.443 -1.177 1.314
H 0.345 -2.813 2.293
H 0.852 -1.920 -5.160
C 1.626 0.945 2.739
S -3.184 2.647 -1.304
H 1.949 4.878 1.481
S -1.905 1.678 -2.599
H 1.513 -2.488 0.996
N 1.062 2.207 -0.338
C -2.449 -1.575 -0.228
H -1.026 -3.101 0.311
C -3.709 -1.060 0.078
H 3.461 -0.437 -3.044
C 0.315 -1.533 -3.236
H 4.201 4.283 0.545
H 4.282 1.019 -2.466
H 1.887 -2.021 2.671
N 0.328 -2.257 -4.369
C 3.347 0.627 -2.849
H -4.606 -3.108 2.626
H 2.552 1.054 2.177
C 2.081 4.034 0.820
H -2.228 -0.705 2.697
H 3.135 1.103 -3.809
C 2.259 1.918 -0.890
H -1.008 -0.759 3.994
H -2.380 -4.057 2.092
C 2.212 0.867 -1.914
H -0.296 -3.036 -4.478
S -2.549 -0.291 -2.688
Tc -0.572 0.843 -0.667
Sb 0.202 -0.209 1.661
H 4.350 2.369 -1.020
H 1.226 1.933 2.962
C -1.991 -2.659 0.520
C 0.987 3.259 0.493
C -4.471 -1.601 1.099
H 1.835 0.432 3.677
C -1.574 -0.953 -1.322
C 3.321 3.708 0.295

Atomic partial charges in e from the Mulliken method, atoms 1 to 4: -0.1754, 0.4575, -1.1625, -0.6372

(11)
Computed, not measured: a molecular structure, CH2NOS3 at a distorted geometry, with ωB97M-V with the def2-TZVPD basis set.

## Properties
- F_max: 7.228 eV/A
- Frontier orbital gap (spin up / spin down): 5.75 / 5.75 eV
- Total charge: -1

Geometry (Å):
H -0.023 2.316 -1.108
S 0.365 0.723 2.698
H -0.444 -1.993 0.895
C -0.169 0.270 0.074
S -0.582 -0.796 -1.063
N -0.173 -0.270 1.578
O -0.349 -1.645 1.756
S 0.208 1.862 0.327

Atomic partial charges in e from the Mulliken method, atoms 1 to 4: 0.0564, -0.5653, 0.2543, 0.5037

(12)
Computed, not measured: C23H34N2O3 in the gas phase, with ωB97M-V with the def2-TZVPD basis set.

## Properties
- F_max: 0.199 eV/A
- Frontier orbital gap: 9.64 eV
- Structure (SMILES): CC[C@]1(C)C[C@H](C(=O)N2CC3(C[C@H](C(=O)N4[C@H]5CC=C[C@H]4CCC5)CO3)C2)C1

Geometry (Å):
C 3.280 -9.302 -2.245
H 0.317 -6.229 -5.060
C -1.421 -7.488 -4.615
H 1.034 0.895 0.763
H 1.534 -6.532 -1.192
C 3.187 -7.664 -3.962
H 1.189 -1.364 -2.390
C -0.276 -0.461 -0.298
C -1.316 -10.389 -4.653
H 1.897 -0.320 -0.179
H -2.467 -7.344 -4.888
C -0.365 -1.860 -0.917
C -1.814 -2.329 -0.956
H 0.067 -3.737 0.282
O 3.169 -2.866 -2.107
C 1.860 -6.283 -2.203
H 2.587 -7.120 -4.692
H -0.281 -2.006 -3.174
O 3.616 -8.013 -1.710
H 4.199 -9.885 -2.326
H 4.214 -7.727 -4.329
C 2.652 -9.061 -3.619
C 0.928 -8.939 -6.080
C 0.344 -2.044 -2.280
H -1.155 -8.912 -5.918
C -0.973 -8.918 -4.850
C 0.419 -10.329 -6.517
C 0.541 -2.997 -0.365
H -2.440 -1.614 -1.497
N 2.603 -5.028 -2.306
H 1.023 -6.383 -2.897
H -1.004 -5.963 -6.165
H -1.910 -3.299 -1.451
H 0.209 -4.240 -2.155
C 0.852 -3.425 -1.824
H -0.429 0.267 -1.102
O 0.515 -9.142 -2.488
C 2.304 -3.730 -2.097
H 1.041 -7.025 -7.173
H -2.210 -2.427 0.057
C -0.458 -6.743 -5.632
H 2.970 -9.816 -4.340
C 1.017 -0.148 0.446
H 0.879 -10.794 -7.382
H -0.736 -12.022 -6.101
H -1.112 -0.322 0.394
H 4.494 -5.320 -3.296
H 1.445 -2.623 0.112
C 0.269 -7.639 -6.707
C 3.910 -5.661 -2.440
C -0.494 -11.007 -5.803
C 1.125 -9.049 -3.546
H 4.513 -5.603 -1.532
H -1.270 -7.125 -3.598
H -1.036 -10.785 -3.676
C 3.181 -7.009 -2.593
H 2.013 -8.904 -6.178
N 0.486 -8.865 -4.715
H 1.118 -0.766 1.339
H -0.420 -7.918 -7.508
H 2.583 -9.801 -1.574
H -2.373 -10.606 -4.823

Atomic partial charges in e from the Mulliken method, atoms 1 to 4: -1.0751, -0.0743, -0.8347, 0.4267

(13)
Computed, not measured: 2 unconnected molecules or ions with the total composition H4NS, with ωB97M-V with the def2-TZVPD basis set.

## Properties
- F_max: 0.819 eV/A
- Frontier orbital gap: 7.27 eV
- Total charge: -1

Geometry (Å):
H 0.035 0.185 -2.022
N -0.615 0.440 -1.289
H -0.074 0.784 -0.489
H 0.524 -0.600 2.946
S 1.248 -0.433 1.827
H -1.117 -0.375 -0.972

Atomic partial charges in e from the Mulliken method, atoms 1 to 4: 0.1885, -0.7077, 0.2453, -0.0624